Record 1
C5H13NO2 | ωB97M-V/def2-TZVPD

Total charge = 0
E = -403.53477 hartree
Energy relative to the best compared isomer or geometry (same formula, charge and spin) = 1.139 eV

The geometry in XYZ format:
```
21
Properties=species:S:1:pos:R:3:forces:R:3:mulliken_charge:R:1
N -0.888444 -1.503023 0.883271 0.149 -1.005 0.095 -0.578
C 0.080985 -1.570543 -1.452388 0.138 -0.077 -0.076 -0.950
C -0.999324 -1.048923 -0.503889 -0.291 0.010 -0.048 -0.291
H 0.022175 -1.227993 1.267741 -0.635 -0.283 -0.241 0.228
H -0.913604 -2.528163 0.916921 -0.127 0.461 -0.076 0.278
H 1.077965 -1.252353 -1.103969 -0.373 -0.293 -0.191 0.153
H -0.075355 -1.182613 -2.473018 0.074 -0.177 0.277 0.287
H 0.055686 -2.672693 -1.487218 0.061 0.373 -0.040 0.362
H -0.974754 0.057746 -0.492489 -0.386 -0.728 -0.222 0.135
H -1.994914 -1.359663 -0.874938 0.396 0.275 0.112 0.444
O 1.226825 0.062146 1.046441 0.486 1.073 -0.326 -0.630
O -0.171854 1.778905 0.591171 0.703 -0.285 0.156 -0.318
C 0.887645 0.976546 0.327141 -0.052 0.389 0.311 0.713
C -0.865484 1.457116 1.799601 -0.833 0.075 0.891 -0.594
C 1.553605 1.385446 -0.955248 0.524 -0.070 -0.426 -1.103
H -1.696264 2.176125 1.896781 0.487 -0.211 -0.201 0.238
H -0.214844 1.549466 2.685461 -0.094 -0.006 -0.468 0.276
H -1.284154 0.436946 1.775420 0.267 0.460 -0.105 0.370
H 0.845295 1.313066 -1.797658 0.217 0.111 0.398 0.276
H 1.914705 2.425466 -0.887579 -0.272 -0.387 0.005 0.358
H 2.414115 0.726986 -1.161548 -0.438 0.295 0.175 0.344
```
Positions in Å, forces in eV/Å.

***

Record 2
C16H22ClHgN3OS3Sb | ωB97M-V/def2-TZVPD

Total charge = -1
E = -2910.92952 hartree
Energy relative to the best compared isomer or geometry (same formula, charge and spin) = 0.445 eV

The geometry in XYZ format:
```
48
Properties=species:S:1:pos:R:3:forces:R:3:mulliken_charge:R:1
Hg 3.109444 3.624748 -4.483236 -0.281 0.045 0.330 0.783
S 6.945840 3.058794 -2.002357 0.062 -0.014 0.061 -0.734
Sb 6.291645 3.353751 -4.149613 -0.384 0.020 0.088 0.397
S 4.631894 5.349913 -4.016554 0.282 0.503 -0.070 -0.705
S 4.364243 1.645658 -4.419174 0.319 -0.696 -0.179 -0.725
C -2.453253 -1.915259 0.693982 0.108 0.313 -0.026 -1.839
C -2.400530 -0.381037 0.652548 -0.102 0.033 -0.062 1.949
C -1.983605 0.106489 2.041802 -0.020 -0.046 -0.225 -1.742
C -3.823406 0.126849 0.371932 0.191 -0.072 -0.058 -1.877
C -1.438549 0.125394 -0.488055 0.250 0.004 0.217 1.566
O -2.097746 -0.024865 -1.738298 -0.085 0.062 -0.208 -0.700
C -0.096367 -0.630977 -0.632385 -0.041 0.272 -0.056 -1.548
C 1.006515 -0.458928 0.426535 -0.009 -0.129 -0.176 -0.726
C 1.167061 -1.592577 1.403679 0.061 0.078 0.156 -0.019
C 1.256142 -2.912392 0.971019 0.000 0.080 0.061 -0.128
C 1.469832 -3.946160 1.864490 0.002 -0.066 0.076 -0.853
C 1.611062 -3.664412 3.212974 -0.032 0.199 -0.107 0.318
Cl 1.895001 -4.953520 4.336981 0.005 -0.116 0.096 -0.233
C 1.545763 -2.358701 3.667236 -0.005 -0.134 0.027 -0.906
C 1.324523 -1.335468 2.761379 0.031 -0.106 -0.066 -0.171
C -1.207832 1.654312 -0.337221 -0.413 -0.573 0.196 -1.952
N -0.503455 2.274396 -1.425480 0.543 0.063 -0.189 1.018
C 0.816011 2.409059 -1.654262 -0.025 0.226 -0.253 -0.019
N 1.004425 3.099682 -2.758115 0.369 0.024 -0.153 -0.352
C -0.247174 3.372301 -3.183129 0.108 -0.207 0.390 -0.303
N -1.179112 2.894775 -2.398980 -0.958 0.151 -0.271 -1.185
H -3.230103 -2.221643 1.391850 -0.078 -0.056 0.046 0.523
H -1.512123 -2.335417 1.039350 0.094 -0.110 0.001 0.334
H -2.700987 -2.338807 -0.277433 -0.017 -0.109 -0.139 0.319
H -2.649923 -0.327285 2.785049 -0.046 -0.046 0.103 0.544
H -2.060455 1.186720 2.125599 0.020 0.148 0.077 0.320
H -0.972964 -0.206211 2.279023 0.147 0.007 0.130 0.199
H -4.504306 -0.257183 1.127901 -0.063 -0.030 0.140 0.459
H -4.166857 -0.198782 -0.605865 -0.074 -0.003 -0.013 0.390
H -3.872533 1.211667 0.397615 -0.085 0.142 0.010 0.374
H -2.124822 -0.960971 -1.966493 0.067 0.050 0.011 0.543
H 0.299897 -0.286390 -1.591383 -0.047 -0.066 0.033 0.536
H -0.321053 -1.691543 -0.761299 -0.004 -0.002 -0.044 0.700
H 0.879932 0.473251 0.976465 0.052 0.037 0.036 0.490
H 1.958539 -0.376866 -0.105904 -0.007 0.117 0.017 0.416
H 1.183884 -3.143061 -0.082445 -0.034 -0.006 -0.090 0.424
H 1.538283 -4.965392 1.518422 0.022 -0.102 -0.024 0.413
H 1.672990 -2.144454 4.716136 0.015 0.001 0.122 0.408
H 1.298510 -0.317030 3.124744 -0.038 0.087 -0.016 0.427
H -0.674874 1.868509 0.588111 -0.060 -0.001 -0.059 0.618
H -2.188440 2.128819 -0.311345 0.167 0.091 0.076 0.413
H 1.597199 2.041722 -1.017943 0.108 -0.157 0.150 0.447
H -0.458160 3.938521 -4.067856 -0.116 0.097 -0.165 0.389
```
Positions in Å, forces in eV/Å.

***

Record 3
BrH8O4 | ωB97M-V/def2-TZVPD

Total charge = -1
E = -2879.89035 hartree
Energy relative to the best compared isomer or geometry (same formula, charge and spin) = 0.169 eV

The geometry in XYZ format:
```
13
Properties=species:S:1:pos:R:3:forces:R:3:mulliken_charge:R:1
Br 0.792599 0.069330 0.924378 0.136 -0.155 -0.237 -0.868
O -1.624524 -2.338829 1.985714 0.128 -0.278 -0.159 -0.620
H -2.181057 -2.785395 1.340250 0.070 0.079 0.001 0.288
H -0.814817 -2.107452 1.497660 -0.179 0.307 0.192 0.313
O 1.373612 1.979990 -1.839589 0.122 -0.200 -0.061 -0.647
H 0.417060 2.045530 -1.913148 0.012 -0.039 0.143 0.323
H 1.501309 1.337471 -1.112064 -0.191 0.287 -0.034 0.261
O -1.989260 1.736245 1.639340 0.051 -0.136 -0.450 -0.620
H -1.337013 1.172962 1.160336 -0.219 0.241 0.540 0.287
H -1.521854 2.566717 1.763080 0.105 -0.076 0.000 0.302
O 2.032211 -1.529796 -1.918528 0.076 0.009 0.097 -0.637
H 1.917841 -1.113706 -1.042704 -0.148 -0.122 -0.122 0.292
H 1.433893 -1.033067 -2.484723 0.037 0.083 0.090 0.325
```
Positions in Å, forces in eV/Å.

***

Number 1: E_HOMO -9.0 eV. Number 2: E_HOMO -3.6 eV. Number 3: E_HOMO -5.2 eV.